Entry 1:
Computed, not measured: a cluster of 2 separate species, C5H12NO3 in total at a distorted geometry, with ωB97M-V with the def2-TZVPD basis set.

XYZ file:
```
21
Properties=species:S:1:pos:R:3
O 0.383 0.884 2.193
O 1.014 1.043 -2.200
O -1.176 0.609 -0.845
N -0.076 -0.251 -0.618
C 0.965 0.107 -1.261
C 0.173 1.465 3.249
C 2.281 -0.432 -0.912
C -0.213 -1.344 0.324
C -2.472 -0.029 -1.133
H -2.448 -0.640 -2.003
H -0.178 0.995 4.169
H 3.152 -0.133 -1.547
H -2.731 -0.487 -0.272
H 2.588 -0.132 0.127
H 2.217 -1.478 -0.821
H -0.539 -2.224 -0.361
H 0.367 2.557 3.306
H 0.842 -1.466 0.883
H -1.051 -1.263 1.059
H 0.118 1.451 -2.291
H -3.216 0.770 -1.046
```

Properties
Calculated total energy in eV: -13002.1455
HOMO-LUMO gap in eV: 10.65
2S+1: 1
HOMO energy in Eh: -0.50011
Total charge: +1
M in g/mol: 134.16
Energy relative to the best compared isomer or geometry (same formula, charge and spin) in kcal/mol: 90.3

Löwdin population analysis, charges in e, atoms 1 to 6: O -0.0444; O 0.1886; O -0.0865; N -0.0785; C -0.3251; C -0.0727

=====

Entry 2:
Computed, not measured: a structure of composition C2HCl4NO2 at a distorted geometry, with ωB97M-V with the def2-TZVPD basis set.

XYZ file:
```
10
Properties=species:S:1:pos:R:3
Cl 2.711 -0.394 -0.610
Cl 1.240 0.900 1.596
Cl 0.155 1.446 -1.444
Cl 0.959 -2.003 0.990
O -2.189 1.320 -0.167
O -1.880 -0.373 1.141
N -1.678 0.362 0.250
C -0.101 -0.080 -0.697
C 1.082 -0.310 0.282
H -0.299 -0.869 -1.342
```

Properties
Calculated total energy in eV: -57760.6067
HOMO-LUMO gap in eV: 10.33
2S+1: 1
HOMO energy in Eh: -0.38982
M in g/mol: 212.85
Energy relative to the best compared isomer or geometry (same formula, charge and spin) in kcal/mol: 16.9

Löwdin population analysis, charges in e, atoms 1 to 6: Cl 0.4999; Cl 0.5843; Cl 0.7101; Cl 0.5323; O 0.0654; O 0.0861

=====

Entry 3:
Computed, not measured: a structure of composition C35H33As2ClN15O8Tc at a distorted geometry, with ωB97M-V with the def2-TZVPD basis set.

XYZ file:
```
95
Properties=species:S:1:pos:R:3
Tc -1.619 -0.310 1.200
As 1.619 -0.334 -1.076
As 1.919 -0.894 -4.850
Cl -2.797 1.097 -1.597
O 4.307 -0.428 -0.078
O 1.127 -3.267 -1.224
O 5.331 -1.774 -1.539
O -0.701 1.371 -3.141
O -1.096 0.634 -5.166
O 1.276 -3.343 -3.456
O 4.785 -1.563 -5.186
O 5.625 -0.086 -3.729
N -2.605 -3.036 -1.862
N -1.032 -1.605 -1.834
N -2.358 -3.436 3.862
N -2.796 -4.044 2.725
N -2.598 6.218 7.398
N 0.211 -0.342 2.192
N -1.921 -2.249 3.599
N 2.534 -0.184 3.690
N -1.353 -1.777 -0.501
N -3.749 0.070 1.148
N -2.923 -3.327 0.445
N -1.775 -2.373 -2.600
N -6.380 0.944 1.214
N -2.085 -2.030 2.264
N -1.874 1.050 2.630
C -1.568 5.373 7.446
C -1.387 4.338 6.542
C 1.562 0.712 3.826
C 0.365 -0.639 -3.702
C 6.449 -1.874 -0.633
C 6.055 -1.579 -5.873
C -3.485 6.044 6.419
C -4.675 -0.459 0.353
C -2.303 -2.704 -0.580
C 0.361 -1.311 -2.392
C 0.378 0.632 3.112
C 2.116 0.954 -5.500
C 1.671 -4.610 -1.169
C -1.666 1.341 -0.214
C 3.347 -0.817 -3.462
C 4.355 -0.973 -1.161
C -2.158 3.070 4.519
C -5.989 -0.022 0.393
C 2.308 -1.202 2.866
C -0.817 1.451 3.358
C -2.607 -3.153 1.788
C -1.311 -0.516 -6.010
C 4.726 -0.786 -4.098
C -4.137 1.042 1.995
C -0.927 2.464 4.285
C -3.381 5.044 5.463
C 3.217 -0.836 -2.134
C -0.525 0.511 -3.964
C 1.775 1.531 -1.623
C -5.453 1.468 2.008
C 1.147 -1.289 2.117
C -3.074 1.606 2.846
C -2.310 4.161 5.519
C -3.244 2.600 3.786
C 0.998 -2.748 -2.456
H -1.929 2.310 0.208
H 0.964 -5.314 -1.599
H -0.674 1.423 -0.661
H -1.288 -0.158 -7.033
H 2.699 1.861 -1.147
H -0.558 -1.284 -5.874
H -3.529 -4.097 0.207
H -0.043 2.784 4.820
H 7.181 -2.490 -1.141
H 1.727 1.515 4.536
H 6.769 -2.174 -5.308
H -4.125 4.992 4.678
H -0.545 3.670 6.672
H 6.854 -0.888 -0.428
H -2.289 -0.939 -5.795
H -4.236 2.993 3.964
H 6.136 -2.338 0.299
H 1.859 1.640 -2.696
H 3.128 1.058 -5.890
H 0.942 2.127 -1.262
H 1.829 -4.819 -0.117
H 5.866 -2.034 -6.838
H -4.317 6.739 6.395
H 2.605 -4.658 -1.721
H -4.374 -1.231 -0.335
H -6.734 -0.453 -0.265
H -5.775 2.257 2.679
H 6.440 -0.570 -5.988
H 1.945 1.710 -4.735
H -0.856 5.529 8.250
H 3.074 -1.961 2.785
H 1.415 1.106 -6.316
H 0.958 -2.117 1.456
```

Properties
Calculated total energy in eV: -211950.0564
HOMO-LUMO gap (spin up / spin down) in eV: 6.23 / 6.51
2S+1: 4
HOMO energy (spin up / spin down) in Eh: -0.37723 / -0.40522
Total charge: +1
M in g/mol: 1075.04
Energy relative to the best compared isomer or geometry (same formula, charge and spin) in kcal/mol: 13.6

Löwdin population analysis, charges in e, atoms 1 to 6: Tc 1.3877; As 1.3776; As 1.3518; Cl 0.5909; O 0.0562; O -0.0968

=====

Entry 4:
Computed, not measured: a structure of composition C32H47BN4O6P2SeSn at a distorted geometry, with ωB97M-V with the def2-TZVPD basis set.

XYZ file:
```
94
Properties=species:S:1:pos:R:3
Sn 0.392 -1.252 -0.838
Se 1.274 -3.721 -2.654
P -1.210 2.371 -1.707
P -0.880 -2.260 1.634
O 0.084 -2.687 -3.085
O 0.798 -5.256 -2.636
O 5.413 -5.998 -3.016
O 1.723 -3.255 -1.127
O 2.514 -3.574 -3.695
O 6.775 -2.295 -1.846
N -1.265 0.763 0.896
N 2.628 -0.442 -2.152
N 5.453 -3.648 -3.123
N 1.937 -0.545 0.764
C 4.688 -1.467 -2.779
C -0.655 -0.795 2.710
C 2.489 -0.006 -3.400
C -0.072 4.378 -0.245
C 3.717 -1.144 -1.844
C -0.554 1.601 3.039
C 3.435 -0.222 -4.387
C -2.869 0.863 -3.269
C -0.377 -4.970 1.965
C -4.455 2.508 1.564
C -3.533 -1.713 0.999
C -4.676 3.190 0.370
C -2.704 -2.628 1.902
C 4.542 -0.989 -4.073
C -3.714 3.095 -0.622
C 2.648 0.057 1.450
C -0.261 -0.940 4.040
C -2.540 2.364 -0.463
C -1.247 2.319 -4.501
C -3.162 -2.514 3.352
C 6.223 -4.850 -2.951
C 1.473 -3.375 2.511
C -1.706 5.261 -1.943
C -0.844 0.516 2.188
C -0.020 0.145 4.861
C -0.677 4.178 -1.638
C -2.312 1.622 0.742
C -3.324 1.746 1.741
C -0.036 -3.618 2.597
C -2.181 2.232 -3.295
C 5.756 -2.492 -2.494
C -0.147 1.423 4.340
B 3.597 0.890 2.373
H 6.764 -4.786 -1.998
H -5.573 3.779 0.225
H 3.411 2.057 2.094
H -2.847 -3.658 1.559
H -4.588 -2.001 1.016
H 1.571 0.526 -3.609
H -2.936 -1.522 3.744
H 0.647 3.588 -0.018
H -1.222 6.242 -1.898
H 5.279 -1.238 -4.827
H -4.243 -2.671 3.411
H 0.088 2.285 4.955
H -3.517 0.766 -2.397
H 0.301 -0.006 5.884
H -0.361 -3.623 3.643
H -3.175 -1.757 -0.031
H -0.731 3.282 -4.542
H 4.741 0.562 2.144
H 4.532 -5.787 -2.676
H -2.675 -3.257 3.989
H 4.477 -3.724 -3.475
H -2.135 5.142 -2.940
H -0.504 1.518 -4.447
H -3.471 0.719 -4.171
H 2.019 -4.177 3.015
H -3.202 1.199 2.666
H 0.435 5.344 -0.173
H 3.295 0.667 3.526
H -0.638 2.598 2.624
H 3.782 -1.483 -0.819
H -3.455 -0.677 1.329
H -0.859 4.346 0.512
H -0.153 -4.954 0.896
H 1.780 -3.350 1.462
H 3.279 0.156 -5.388
H -1.818 2.198 -5.426
H -2.511 5.257 -1.209
H -2.933 3.027 -3.342
H 0.228 -5.756 2.423
H 1.755 -2.425 2.966
H -2.109 0.077 -3.237
H -5.199 2.545 2.354
H -0.132 -1.934 4.452
H 6.963 -4.948 -3.755
H -3.897 3.614 -1.555
H 0.133 4.271 -2.369
H -1.426 -5.234 2.108
```

Properties
Calculated total energy in eV: -142625.1998
HOMO-LUMO gap in eV: 6.27
2S+1: 1
HOMO energy in Eh: -0.07226
Total charge: -2
M in g/mol: 854.18

Löwdin population analysis, charges in e, atoms 1 to 6: Sn 1.1779; Se 0.6189; P 1.0701; P 1.0146; O -0.6197; O -0.5085

=====

Entry 5:
Computed, not measured: a cluster of 2 separate species, C5H10BrNO4 in total at a distorted geometry, with ωB97M-V with the def2-TZVPD basis set.

XYZ file:
```
21
Properties=species:S:1:pos:R:3
Br 2.101 0.612 0.195
O -1.719 -2.748 0.276
O 0.243 -1.382 0.730
O 2.458 -3.276 -1.210
O -0.135 -2.015 -1.401
N 0.107 3.209 0.787
C 0.248 -0.077 0.073
C 0.044 -0.550 -1.464
C -0.991 0.863 0.463
C -0.625 2.082 1.444
C -0.690 -2.158 -0.074
H -0.115 3.293 -0.216
H -1.602 1.214 -0.454
H 0.896 -0.378 -2.200
H 2.495 -4.170 -0.848
H -1.726 0.192 1.058
H 1.832 -2.818 -0.636
H -0.041 1.691 2.356
H -0.919 -0.159 -1.960
H -1.637 2.514 1.806
H -0.226 4.063 1.276
```

Properties
Calculated total energy in eV: -85067.5873
HOMO-LUMO gap in eV: 9.93
2S+1: 1
HOMO energy in Eh: -0.35217
M in g/mol: 228.04
Energy relative to the best compared isomer or geometry (same formula, charge and spin) in kcal/mol: 41.9

Löwdin population analysis, charges in e, atoms 1 to 6: Br 0.7831; O 0.1566; O -0.0634; O -0.0564; O -0.0368; N -0.0607

=====

Entry 6:
Computed, not measured: a cluster of 2 separate species, CH5OPS in total at a distorted geometry, with ωB97M-V with the def2-TZVPD basis set.

XYZ file:
```
9
Properties=species:S:1:pos:R:3
S 0.166 0.149 0.081
P 1.354 -1.746 -1.982
O 2.320 -0.639 -2.559
C -1.316 0.714 1.051
H 2.348 -2.215 -0.982
H 3.262 -0.670 -2.744
H -0.952 1.534 1.700
H -1.502 -0.071 1.691
H -2.264 0.743 0.484
```

Properties
Calculated total energy in eV: -23286.6431
HOMO-LUMO gap (spin up / spin down) in eV: 7.89 / 6.34
2S+1: 1
HOMO energy (spin up / spin down) in Eh: -0.31483 / -0.28644
M in g/mol: 96.09
Energy relative to the best compared isomer or geometry (same formula, charge and spin) in kcal/mol: 82.9

Löwdin population analysis, charges in e, atoms 1 to 6: S 0.3816; P 0.6790; O -0.5032; C -0.5249; H -0.1138; H 0.0603